[1]
57
Properties=species:S:1:pos:R:3:lowdin_charge:R:1 method="wB97M-V/def2-TZVPD" charge=0 e_lumo_ev=-0.30 gap_ev=6.79
Ag 0.64662 0.45478 0.74158 0.72
O 2.82020 -6.02797 -1.54676 -0.05
C 3.20386 -5.50769 -0.28689 -0.21
C 2.69248 -4.10031 -0.15289 -0.18
C 3.22478 -3.24656 0.80166 -0.01
C 2.69092 -1.97873 0.92769 -0.11
N 1.69199 -1.53232 0.16763 0.02
C 1.18459 -2.33956 -0.76717 -0.19
C 1.66049 -3.63221 -0.94931 0.05
C 0.06987 -1.78758 -1.60618 -0.19
C -0.47460 -2.50444 -2.66300 0.05
C -1.52107 -1.95325 -3.38813 -0.18
C -2.11513 -2.68375 -4.56027 -0.21
O -1.93520 -4.07817 -4.37639 -0.05
C -1.98451 -0.69923 -3.02416 0.00
C -1.37361 -0.04569 -1.96739 -0.12
N -0.37034 -0.57410 -1.27644 0.06
H 3.14216 -6.93029 -1.62098 0.09
H 4.29163 -5.50689 -0.16653 0.13
H 2.77914 -6.10848 0.52589 0.13
H 4.04218 -3.55597 1.44036 0.12
H 3.07580 -1.28319 1.66245 0.11
H 1.24549 -4.28475 -1.70043 0.11
H -0.11648 -3.48648 -2.92882 0.11
H -1.60941 -2.34632 -5.47266 0.13
H -3.17392 -2.42366 -4.64999 0.12
H -2.25013 -4.53720 -5.15981 0.09
H -2.80999 -0.23216 -3.54606 0.12
H -1.70381 0.93754 -1.65348 0.10
C -2.23104 3.28543 3.60487 -0.19
Si -1.58364 1.90718 2.49664 0.31
C -2.80277 1.73663 1.06945 -0.19
C -1.72815 0.31476 3.49270 -0.21
C 0.14410 2.16551 1.94469 -0.52
Si 0.66412 3.61331 0.94754 0.31
C -0.07581 3.62942 -0.78656 -0.20
C 2.53226 3.61772 0.70290 -0.21
C 0.23602 5.26991 1.73550 -0.19
H -3.22023 3.04621 4.00502 0.02
H -2.30828 4.22872 3.06051 0.01
H -1.55598 3.44889 4.44920 0.03
H -3.80958 1.55865 1.45776 0.03
H -2.53175 0.88352 0.44036 0.00
H -2.84395 2.62645 0.43831 0.02
H -2.73678 0.16874 3.88895 0.02
H -1.03163 0.31233 4.33538 0.02
H -1.48333 -0.54279 2.85944 0.01
H 0.77947 2.14471 2.84231 -0.02
H 0.26140 2.75100 -1.34446 0.01
H 0.26225 4.51670 -1.32936 0.03
H -1.16750 3.63662 -0.78491 0.01
H 2.83772 2.74010 0.12613 0.01
H 3.05680 3.58182 1.66138 0.02
H 2.86989 4.50976 0.16809 0.02
H -0.84442 5.41838 1.78980 0.01
H 0.66133 6.10311 1.16906 0.02
H 0.62546 5.32185 2.75577 0.03

---

[2]
6
Properties=species:S:1:pos:R:3:lowdin_charge:R:1 method="wB97M-V/def2-TZVPD" charge=0 e_lumo_ev="-1.31 / -1.52" relative_energy_kcal_mol=15.9 gap_ev="10.48 / 7.92"
N 1.69227 -0.61414 -0.38091 0.12
O -1.78756 1.33177 0.55328 -0.49
F 1.93422 0.70188 -0.77740 -0.07
F 1.91092 -0.53816 0.98014 -0.07
F -2.31367 -0.84851 -0.75955 -0.42
S -1.43619 -0.03284 0.38445 0.93

---

[3]
10
Properties=species:S:1:pos:R:3:lowdin_charge:R:1 method="wB97M-V/def2-TZVPD" charge=0 e_lumo_ev="-1.41 / -1.82" relative_energy_kcal_mol=139.7 gap_ev="6.73 / 6.00"
C -1.67982 0.58080 -1.16495 0.05
C -0.51416 0.41181 -0.46791 -0.20
C -0.58148 0.35766 0.99596 -0.39
C 2.64797 -1.58622 0.68305 -0.94
F -1.48085 -0.40720 1.54872 0.00
Br 1.34759 -0.56299 1.79340 0.74
Br 4.10403 -0.61002 0.16245 0.57
H -1.62745 0.68023 -2.16075 0.00
H -2.72954 0.70522 -0.67381 0.11
H 0.51371 0.43071 -0.71616 0.06